(1)
{"formula": "C19H10Cl4NO6S", "method": "ωB97M-V/def2-TZVPD", "species": ["Cl", "Cl", "Cl", "Cl", "S", "O", "O", "O", "O", "O", "O", "N", "C", "C", "C", "C", "C", "C", "C", "C", "C", "C", "C", "C", "C", "C", "C", "C", "C", "C", "C", "H", "H", "H", "H", "H", "H", "H", "H", "H", "H"], "coordinates": [[2.527, 1.189, 1.571], [-2.844, 1.001, 1.768], [-2.942, 4.122, 2.384], [2.464, 4.285, 2.295], [-0.177, -2.449, -0.488], [-0.474, -3.023, -1.782], [-0.275, 5.339, 2.397], [-0.094, -0.046, 2.017], [5.375, 0.390, -4.129], [4.569, 2.425, -3.884], [0.742, -3.123, 0.399], [4.501, 1.184, -3.714], [-4.246, -2.590, 1.623], [3.275, -0.716, -2.749], [-0.149, 1.185, 1.921], [1.038, 3.364, 2.130], [2.439, 1.570, -2.467], [-1.774, -2.488, 0.343], [-3.080, -2.394, 2.366], [3.382, 0.669, -3.005], [1.068, 2.024, 1.880], [-1.843, -2.375, 1.726], [1.430, 1.096, -1.659], [0.181, -0.762, -0.619], [-0.239, 4.121, 2.256], [1.267, -0.314, -1.387], [2.262, -1.190, -1.952], [-2.933, -2.708, -0.407], [-1.423, 1.939, 1.964], [-1.471, 3.284, 2.184], [-4.168, -2.760, 0.236], [-0.649, -0.117, -0.354], [-0.936, -2.244, 2.306], [-5.072, -2.938, -0.353], [-2.860, -2.843, -1.483], [4.003, -1.389, -3.194], [0.707, 1.791, -1.234], [2.207, -2.261, -1.775], [-5.214, -2.618, 2.128], [2.542, 2.628, -2.706], [-3.119, -2.257, 3.448]], "largest_force_ev_per_a": 2.4, "e_lumo_ha": -0.008, "charge": -1, "homo_energy_ha": -0.1419, "e_above_lowest_kcal_mol": 2.4}


(2)
{"formula": "C19H11BrN2O6SSe2Te2Ti", "method": "ωB97M-V/def2-TZVPD", "species": ["Te", "Te", "Br", "Se", "Se", "Ti", "S", "O", "O", "O", "O", "O", "O", "N", "N", "C", "C", "C", "C", "C", "C", "C", "C", "C", "C", "C", "C", "C", "C", "C", "C", "C", "C", "C", "H", "H", "H", "H", "H", "H", "H", "H", "H", "H", "H"], "coordinates": [[1.253, -3.196, -0.063], [1.923, -1.713, 2.183], [-5.281, -2.529, -5.883], [2.250, 0.537, 1.127], [1.930, -1.527, -1.792], [0.492, 0.179, -0.700], [-3.464, 0.560, 0.244], [-1.268, -2.095, -2.038], [-0.486, -0.693, 0.561], [1.239, 1.713, -1.589], [-0.723, 0.074, -2.147], [-1.187, -0.447, 2.680], [0.923, 3.863, -2.170], [-0.540, 1.680, 0.089], [-4.140, 1.022, -4.159], [-1.712, 2.468, 1.996], [-4.344, -1.244, -4.829], [-1.315, 1.395, 1.157], [-0.779, 4.005, 0.362], [-1.453, -0.955, -2.421], [-1.479, 3.743, 1.566], [-0.298, 2.923, -0.326], [0.691, 2.885, -1.486], [-5.037, -2.043, 2.891], [-3.847, -0.930, 1.104], [-2.624, -0.638, -3.325], [-3.372, -2.171, 0.671], [-4.679, -0.881, 2.227], [-3.261, -1.624, -4.060], [-3.098, 0.670, -3.412], [-4.760, 0.075, -4.852], [-3.718, -3.326, 1.355], [-4.557, -3.271, 2.459], [-1.036, -0.022, 1.562], [-2.909, -2.645, -4.014], [-2.192, 2.240, 2.936], [-3.328, -4.278, 1.015], [-5.037, 0.082, 2.568], [-4.838, -4.186, 2.970], [-1.798, 4.584, 2.172], [-5.695, -1.991, 3.753], [-5.619, 0.387, -5.436], [-2.610, 1.451, -2.845], [-0.568, 5.010, 0.030], [-2.715, -2.234, -0.182]], "largest_force_ev_per_a": 2.3, "e_lumo_ha": 0.137, "charge": -2, "homo_energy_ha": -0.0469, "e_above_lowest_kcal_mol": 30.1}


(3)
{"formula": "C19H11F3N3", "method": "ωB97M-V/def2-TZVPD", "species": ["F", "F", "F", "N", "N", "N", "C", "C", "C", "C", "C", "C", "C", "C", "C", "C", "C", "C", "C", "C", "C", "C", "C", "C", "C", "H", "H", "H", "H", "H", "H", "H", "H", "H", "H", "H"], "coordinates": [[2.118, -1.834, -6.226], [0.810, -3.422, -5.462], [2.831, -3.175, -4.634], [-0.254, 1.368, 4.091], [1.538, 4.665, 1.889], [0.330, 3.534, -0.943], [-0.146, -1.193, -2.091], [2.410, -2.885, 2.432], [3.550, -2.124, 2.120], [1.209, -1.548, -4.040], [0.166, 2.367, -0.968], [1.675, -0.235, -3.992], [0.999, -0.983, 1.913], [1.135, -2.317, 2.289], [2.037, 1.237, 1.383], [0.420, 1.669, 3.179], [3.412, -0.795, 1.739], [1.242, 2.092, 2.090], [1.237, 0.614, -2.992], [1.378, 3.508, 1.967], [1.734, -2.486, -5.089], [-0.089, 1.004, -0.949], [2.138, -0.188, 1.670], [0.325, 0.151, -1.994], [0.280, -2.021, -3.110], [4.285, -0.170, 1.528], [2.380, 0.125, -4.739], [-0.864, -1.554, -1.347], [-0.104, -3.034, -3.182], [-0.706, 0.609, -0.144], [2.515, -3.911, 2.786], [1.607, 1.644, -2.965], [2.746, 1.648, 0.657], [4.543, -2.571, 2.180], [0.246, -2.914, 2.490], [0.012, -0.543, 1.781]], "largest_force_ev_per_a": 2.9, "e_lumo_ha": 0.065, "charge": -1, "homo_energy_ha": -0.1215, "e_above_lowest_kcal_mol": 0.0}


Copy entry 1 word for word.
{"formula": "C19H10Cl4NO6S", "method": "ωB97M-V/def2-TZVPD", "species": ["Cl", "Cl", "Cl", "Cl", "S", "O", "O", "O", "O", "O", "O", "N", "C", "C", "C", "C", "C", "C", "C", "C", "C", "C", "C", "C", "C", "C", "C", "C", "C", "C", "C", "H", "H", "H", "H", "H", "H", "H", "H", "H", "H"], "coordinates": [[2.527, 1.189, 1.571], [-2.844, 1.001, 1.768], [-2.942, 4.122, 2.384], [2.464, 4.285, 2.295], [-0.177, -2.449, -0.488], [-0.474, -3.023, -1.782], [-0.275, 5.339, 2.397], [-0.094, -0.046, 2.017], [5.375, 0.390, -4.129], [4.569, 2.425, -3.884], [0.742, -3.123, 0.399], [4.501, 1.184, -3.714], [-4.246, -2.590, 1.623], [3.275, -0.716, -2.749], [-0.149, 1.185, 1.921], [1.038, 3.364, 2.130], [2.439, 1.570, -2.467], [-1.774, -2.488, 0.343], [-3.080, -2.394, 2.366], [3.382, 0.669, -3.005], [1.068, 2.024, 1.880], [-1.843, -2.375, 1.726], [1.430, 1.096, -1.659], [0.181, -0.762, -0.619], [-0.239, 4.121, 2.256], [1.267, -0.314, -1.387], [2.262, -1.190, -1.952], [-2.933, -2.708, -0.407], [-1.423, 1.939, 1.964], [-1.471, 3.284, 2.184], [-4.168, -2.760, 0.236], [-0.649, -0.117, -0.354], [-0.936, -2.244, 2.306], [-5.072, -2.938, -0.353], [-2.860, -2.843, -1.483], [4.003, -1.389, -3.194], [0.707, 1.791, -1.234], [2.207, -2.261, -1.775], [-5.214, -2.618, 2.128], [2.542, 2.628, -2.706], [-3.119, -2.257, 3.448]], "largest_force_ev_per_a": 2.4, "e_lumo_ha": -0.008, "charge": -1, "homo_energy_ha": -0.1419, "e_above_lowest_kcal_mol": 2.4}